1.
# C10H18N2OP

A cluster of 2 separate species, C10H18N2OP in total in a non-equilibrium geometry (ωB97M-V/def2-TZVPD, the Open Molecules 2025 dataset).

XYZ file:
```
32
Properties=species:S:1:pos:R:3:lowdin_charge:R:1
C 4.233 -1.837 0.107 0.002
C 4.289 -0.624 0.935 0.010
C 3.000 -2.289 -0.486 -0.017
C 3.062 0.069 0.980 -0.101
C 1.820 -1.557 -0.208 -0.089
C 1.906 -0.380 0.421 -0.358
C 0.293 3.462 -0.025 -0.104
C 1.178 1.953 -1.743 -0.144
C -3.592 -2.163 0.796 -0.136
C -2.576 -0.002 1.005 -0.205
N 0.932 2.223 -0.376 -0.318
N -3.774 -0.753 0.832 -0.203
O 0.024 1.254 1.951 -0.249
P 0.581 0.844 0.651 1.023
H 5.224 -2.413 -0.026 0.140
H 5.134 -0.215 1.412 0.099
H 2.917 -3.123 -1.122 0.096
H 3.028 1.027 1.428 0.101
H 0.816 -1.803 -0.528 0.112
H -0.877 3.454 -0.244 0.146
H 0.420 3.588 1.036 0.068
H 0.768 4.378 -0.498 0.126
H 0.479 2.355 -2.430 0.070
H 2.229 2.391 -2.088 0.144
H 1.219 0.826 -2.064 0.119
H -4.555 -2.556 0.844 0.072
H -2.858 -2.480 0.097 0.069
H -3.228 -2.440 1.788 0.091
H -2.862 1.043 0.898 0.086
H -2.155 -0.297 2.073 0.123
H -1.685 -0.406 0.398 0.041
H -4.510 -0.218 0.169 0.189
```

Its total charge is +1. The value obtained for the HOMO-LUMO gap (spin up / spin down) is 5.51 / 5.51 eV. The HOMO energy (spin up / spin down) is -11.49 / -11.49 eV. The calculation puts the total energy at -917.57828 Ha. The energy above the lowest of the compared OMol25 structures with the same formula, charge and spin comes out at 84.8 kcal/mol.


2.
# C2H2FN3

An isolated molecule of C2H2FN3 in a non-equilibrium geometry (ωB97M-V/def2-TZVPD, the Open Molecules 2025 dataset).

XYZ file:
```
8
Properties=species:S:1:pos:R:3:lowdin_charge:R:1
C -0.611 -0.309 -0.591 -0.203
C -0.791 -1.507 1.433 -0.127
N -1.559 -0.984 -1.087 -0.122
N -2.385 -1.622 -1.518 0.236
N -0.186 -0.591 0.710 -0.007
F -0.159 -1.567 2.632 -0.046
H -0.190 0.520 -1.128 0.119
H 0.613 -0.054 1.055 0.150
```

The value obtained for the HOMO-LUMO gap is 8.82 eV. The HOMO energy is -8.53 eV. The calculation puts the total energy at -341.41007 Ha. The energy above the lowest of the compared OMol25 structures with the same formula, charge and spin comes out at 73.2 kcal/mol.


3.
# C2H4N2S2

An isolated molecule of C2H4N2S2 in a non-equilibrium geometry (ωB97M-V/def2-TZVPD, the Open Molecules 2025 dataset).

XYZ file:
```
10
Properties=species:S:1:pos:R:3:lowdin_charge:R:1
C -0.821 -1.373 0.108 -0.347
C 0.098 -0.244 0.267 -0.354
N -2.031 -1.268 -0.196 -0.542
N -0.201 2.090 -0.699 -0.413
S -2.929 0.000 -0.179 0.657
S -0.903 1.292 0.431 0.756
H -0.395 -2.423 0.200 0.134
H 0.848 -0.530 0.977 0.092
H 0.647 0.031 -0.550 0.037
H -0.717 2.981 -0.733 -0.019
```

The value obtained for the HOMO-LUMO gap (spin up / spin down) is 7.59 / 7.59 eV. The HOMO energy (spin up / spin down) is -8.00 / -8.00 eV. The calculation puts the total energy at -984.37785 Ha. The energy above the lowest of the compared OMol25 structures with the same formula, charge and spin comes out at 86.0 kcal/mol.


4.
# C4H7N3O4S

An isolated molecule of C4H7N3O4S in a non-equilibrium geometry (ωB97M-V/def2-TZVPD, the Open Molecules 2025 dataset).

XYZ file:
```
19
Properties=species:S:1:pos:R:3:lowdin_charge:R:1
C 0.235 -0.451 1.826 -0.693
C 0.654 -0.165 -0.596 -0.644
C 0.928 -0.972 0.612 -0.054
C -1.720 0.237 -0.702 0.025
N -1.085 -0.441 1.786 0.104
N -0.737 -0.531 -1.103 0.107
N 1.543 -0.430 -1.636 0.153
O 0.614 1.148 -0.284 -0.078
O 0.882 -0.064 2.783 0.030
O -1.159 2.702 -1.232 -0.244
O -1.221 2.269 1.111 -0.202
S -0.898 1.803 -0.156 0.692
H 2.017 -0.911 0.722 0.143
H 0.695 -2.003 0.371 0.133
H -2.708 0.284 -1.118 0.132
H -1.365 0.241 2.440 0.027
H -0.909 -1.361 -1.679 0.183
H 1.887 -1.401 -1.637 0.124
H 2.348 0.045 -1.509 0.061
```

The value obtained for the HOMO-LUMO gap (spin up / spin down) is 6.78 / 6.78 eV. The HOMO energy (spin up / spin down) is -8.17 / -8.16 eV. The calculation puts the total energy at -1019.89789 Ha. The energy above the lowest of the compared OMol25 structures with the same formula, charge and spin comes out at 75.4 kcal/mol.


5.
# C2H6N2OS2

A cluster of 2 separate species, C2H6N2OS2 in total in a non-equilibrium geometry (ωB97M-V/def2-TZVPD, the Open Molecules 2025 dataset).

XYZ file:
```
13
Properties=species:S:1:pos:R:3:lowdin_charge:R:1
C 1.161 -0.228 0.000 -0.471
C -2.655 0.686 -0.278 -0.462
N -1.763 2.894 -0.292 0.064
N -2.097 1.720 -0.384 -0.183
O -2.920 -1.529 1.068 -0.447
S 0.195 -1.032 -1.312 0.618
S -3.387 -0.775 -0.363 0.906
H 2.087 0.151 -0.415 0.021
H 1.351 -0.930 0.807 0.027
H 0.549 0.591 0.370 0.008
H 1.125 -1.921 -1.664 -0.164
H -0.843 3.088 -0.678 0.052
H -3.609 -1.450 1.736 0.030
```

The value obtained for the HOMO-LUMO gap is 8.97 eV. The HOMO energy is -8.87 eV. The calculation puts the total energy at -1060.79969 Ha. The energy above the lowest of the compared OMol25 structures with the same formula, charge and spin comes out at 77.0 kcal/mol.


6.
# C22H18F2N6

An isolated molecule of C22H18F2N6 in a non-equilibrium geometry (ωB97M-V/def2-TZVPD, the Open Molecules 2025 dataset).

XYZ file:
```
48
Properties=species:S:1:pos:R:3:lowdin_charge:R:1
F -0.890 0.511 4.250 0.067
F -2.605 4.471 1.977 0.074
N -1.621 0.671 1.332 0.174
N -2.421 -1.522 -1.416 0.112
N 2.279 -0.447 1.845 0.055
C -2.364 1.637 1.878 -0.166
C -1.562 -1.056 -0.529 -0.305
C -3.622 -0.763 -1.196 -0.065
C -3.695 1.928 1.368 -0.005
C -4.233 1.198 0.323 0.033
C -3.405 0.162 -0.225 -0.243
C 2.970 -2.935 -2.480 -0.030
C 2.143 -1.866 -2.150 -0.180
C 3.368 -0.539 1.076 -0.172
C 1.055 -0.790 1.334 -0.053
C -0.900 4.087 5.106 -0.046
C -0.727 2.690 5.128 -0.017
C -1.549 4.619 4.015 -0.027
C 3.351 -1.046 -0.204 -0.023
C -1.193 1.846 4.160 -0.187
C -2.013 3.821 3.005 -0.218
C -1.861 2.423 3.050 -0.018
C 2.103 -1.398 -0.756 -0.155
C 0.929 -1.222 -0.027 -0.144
N -2.103 -0.011 0.240 0.042
N -0.302 -1.609 -0.651 0.127
N 2.202 -2.762 -4.767 -0.089
C 3.200 -3.392 -3.879 -0.214
C 1.312 -1.185 -3.249 -0.147
C 1.980 -1.304 -4.634 -0.189
H -4.549 -0.814 -1.749 0.102
H -4.248 2.739 1.774 0.096
H -5.205 1.359 -0.086 0.111
H 3.468 -3.460 -1.679 0.105
H 4.354 -0.286 1.498 0.106
H 0.152 -0.810 1.948 0.088
H -0.496 4.750 5.883 0.120
H -0.124 2.278 5.927 0.120
H -1.688 5.680 3.952 0.118
H 4.290 -1.162 -0.723 0.110
H -0.237 -2.228 -1.452 0.121
H 1.330 -3.291 -4.759 0.108
H 3.168 -4.496 -3.945 0.119
H 4.233 -3.057 -4.178 0.126
H 1.200 -0.132 -2.946 0.119
H 0.297 -1.671 -3.290 0.115
H 1.340 -0.893 -5.440 0.116
H 2.891 -0.724 -4.659 0.110
```

As for the SMILES: Fc1cccc(F)c1-c1ccc2cnc(Nc3cnccc3C3=CCNCC3)n2n1. The value obtained for the HOMO-LUMO gap is 7.16 eV. The HOMO energy is -7.34 eV. The calculation puts the total energy at -1377.32358 Ha. The energy above the lowest of the compared OMol25 structures with the same formula, charge and spin comes out at 22.9 kcal/mol.


7.
# C11H16N2OS

A cluster of 2 separate species, C11H16N2OS in total in a non-equilibrium geometry (ωB97M-V/def2-TZVPD, the Open Molecules 2025 dataset).

XYZ file:
```
31
Properties=species:S:1:pos:R:3:lowdin_charge:R:1
C -2.473 2.727 0.167 -0.064
C -3.668 2.420 -0.432 -0.097
C -1.403 1.822 0.219 -0.013
C -3.945 1.122 -0.638 -0.114
C -1.678 0.443 0.038 -0.183
C -3.047 0.155 -0.348 -0.250
C -1.664 -1.852 0.494 -0.567
C 2.779 0.419 -1.477 -0.107
C 1.838 0.816 -0.360 -0.251
C 1.437 -0.454 0.443 -0.191
C 0.216 -0.361 1.324 -0.144
N -0.982 -0.631 0.569 -0.112
N -0.980 -2.914 0.081 0.040
O -4.458 -2.164 0.212 -0.523
S -3.256 -1.700 -0.478 0.970
H -2.211 3.714 0.280 0.081
H -4.444 3.144 -0.611 0.111
H -0.437 2.122 0.575 0.081
H -4.848 0.763 -1.088 0.116
H -2.204 -2.173 2.192 0.152
H 2.680 0.955 -2.413 0.067
H 3.859 0.406 -1.028 0.116
H 2.457 -0.548 -1.776 0.050
H 2.125 1.557 0.385 0.114
H 0.932 1.096 -0.891 0.091
H 1.211 -1.159 -0.253 0.050
H 2.287 -0.749 1.068 0.126
H 0.155 0.729 1.551 0.115
H 0.127 -0.975 2.182 0.110
H 0.092 -2.919 -0.007 0.147
H -1.413 -3.794 0.139 0.080
```

The value obtained for the HOMO-LUMO gap is 8.29 eV. The HOMO energy is -7.75 eV. The calculation puts the total energy at -1011.50432 Ha. The energy above the lowest of the compared OMol25 structures with the same formula, charge and spin comes out at 141.0 kcal/mol.


8.
# C5H12O

A cluster of 2 separate species, C5H12O in total (ωB97M-V/def2-TZVPD, the Open Molecules 2025 dataset).

XYZ file:
```
18
Properties=species:S:1:pos:R:3:lowdin_charge:R:1
C -1.469 -2.215 0.524 -0.109
C -1.190 -0.713 0.412 -0.230
C 0.205 -0.442 -0.020 -0.224
C 0.167 2.145 -0.991 -0.051
O 1.059 0.022 0.823 -0.107
C 2.268 0.472 0.542 -0.075
H -1.289 -2.710 -0.437 0.073
H -0.802 -2.667 1.266 0.076
H -2.505 -2.409 0.817 0.069
H -1.370 -0.209 1.369 0.119
H -1.882 -0.263 -0.319 0.111
H 0.550 -0.636 -1.033 0.135
H -0.195 1.572 -1.850 0.031
H 0.463 3.141 -1.320 0.024
H -0.634 2.232 -0.250 0.037
H 2.721 0.161 -0.394 0.076
H 1.073 1.708 -0.531 -0.018
H 2.833 0.811 1.394 0.061
```

The value obtained for the HOMO-LUMO gap (spin up / spin down) is 7.78 / 8.13 eV. The HOMO energy (spin up / spin down) is -6.94 / -7.25 eV. The calculation puts the total energy at -272.80217 Ha. The energy above the lowest of the compared OMol25 structures with the same formula, charge and spin comes out at 91.9 kcal/mol.


- Number 4 is which compound?
  C4H7N3O4S


- Number 4 is which compound?
  C4H7N3O4S